[1]
The following is a DFT calculation (ωB97M-V/def2-TZVPD) of a molecular structure, C41H55AsF6I2N2Sb2Si3V.

Properties
frontier orbital gap (alpha / beta) = 7.89 / 8.03 eV
E_tot = -202132.29057 eV
maximum force = 0.89 eV Å⁻¹
HOMO (alpha / beta) = -11.041 / -10.957 eV
relative energy (zero: lowest compared OMol25 entry of this formula, charge and spin) = 0.000 eV
multiplicity = 3
total charge = +1

Each line ends with the Mulliken spin population.
Geometry (Å):
V (-0.418, -0.131, -0.199)  2.0558
C (0.294, -4.634, -2.367)  0.0006
Sb (0.418, -2.637, -1.664)  -0.0179
C (-1.078, -2.109, -0.283)  -0.0793
C (-2.423, -2.463, -0.888)  -0.0241
C (-2.821, -3.795, -1.055)  0.0050
C (-4.044, -4.085, -1.633)  -0.0007
C (-4.851, -3.041, -2.058)  0.0004
C (-4.383, -1.753, -1.874)  -0.0066
N (-3.211, -1.466, -1.304)  0.0096
Si (-0.838, -2.973, 1.459)  0.0028
C (0.766, -2.637, 2.345)  0.0048
C (-0.986, -4.847, 1.376)  -0.0032
C (-2.267, -2.349, 2.480)  0.0057
C (0.825, -1.374, -3.370)  0.0079
C (0.439, 0.079, -3.216)  -0.0001
C (0.830, 0.938, -4.253)  -0.0043
C (0.549, 2.284, -4.226)  0.0022
C (-0.159, 2.800, -3.150)  -0.0154
C (-0.536, 1.921, -2.168)  -0.0407
N (-0.254, 0.598, -2.179)  0.0681
Si (-0.185, -2.110, -4.868)  -0.0018
C (0.593, -3.698, -5.498)  0.0001
C (-1.933, -2.397, -4.270)  0.0005
C (-0.358, -0.938, -6.315)  0.0001
Si (2.784, -1.427, -3.656)  0.0008
C (3.597, -0.050, -2.693)  0.0010
C (3.169, -1.234, -5.486)  0.0000
C (3.508, -3.063, -3.124)  0.0002
H (0.062, -5.223, -1.483)  0.0007
H (1.286, -4.903, -2.721)  0.0000
H (-0.448, -4.795, -3.144)  -0.0005
H (-2.174, -4.597, -0.735)  0.0003
H (-4.357, -5.114, -1.756)  -0.0005
H (-5.812, -3.215, -2.521)  -0.0001
H (-4.973, -0.898, -2.190)  -0.0007
H (1.643, -2.859, 1.739)  -0.0008
H (0.785, -3.316, 3.202)  0.0000
H (0.814, -1.615, 2.715)  -0.0008
H (-0.309, -5.329, 0.667)  0.0007
H (-2.001, -5.198, 1.193)  -0.0004
H (-0.698, -5.208, 2.368)  -0.0006
H (-2.163, -1.287, 2.708)  -0.0007
H (-2.279, -2.894, 3.429)  0.0000
H (-3.235, -2.509, 2.002)  0.0003
H (1.381, 0.529, -5.084)  -0.0009
H (0.879, 2.924, -5.033)  -0.0002
H (-0.410, 3.847, -3.065)  -0.0001
H (-1.091, 2.291, -1.313)  0.0070
H (1.425, -4.065, -4.900)  -0.0001
H (0.968, -3.549, -6.513)  0.0000
H (-0.155, -4.492, -5.547)  0.0000
H (-2.043, -3.166, -3.504)  -0.0002
H (-2.543, -2.712, -5.122)  0.0000
H (-2.372, -1.475, -3.878)  -0.0008
H (0.586, -0.666, -6.789)  0.0000
H (-0.903, -0.027, -6.068)  0.0001
H (-0.950, -1.478, -7.060)  0.0000
H (4.231, 0.544, -3.355)  0.0000
H (4.233, -0.475, -1.914)  0.0001
H (2.907, 0.627, -2.189)  0.0001
H (3.162, -0.191, -5.809)  0.0000
H (2.528, -1.807, -6.155)  0.0000
H (4.189, -1.599, -5.640)  0.0000
H (3.400, -3.281, -2.061)  -0.0002
H (4.583, -2.977, -3.314)  0.0000
H (3.157, -3.917, -3.706)  -0.0001
I (1.356, 3.021, 0.468)  -0.0032
C (2.538, 3.063, 2.234)  0.0001
I (1.770, 1.978, 3.880)  0.0002
H (2.606, 4.104, 2.521)  0.0000
H (3.512, 2.664, 1.977)  -0.0001
F (-0.120, 0.093, 1.568)  -0.0040
As (3.320, -0.444, 1.350)  0.0003
F (4.031, 0.763, 0.325)  0.0002
F (1.374, -0.842, -0.673)  0.0405
F (4.122, -1.764, 0.580)  0.0001
F (1.800, -3.306, -0.523)  0.0000
F (4.501, -0.243, 2.594)  0.0000
C (-6.456, -0.184, 3.531)  -0.0007
C (-5.692, 0.950, 3.757)  0.0006
C (-4.667, 1.290, 2.881)  0.0003
C (-4.394, 0.489, 1.777)  0.0051
C (-5.167, -0.648, 1.555)  0.0001
C (-6.194, -0.981, 2.425)  0.0005
Sb (-2.879, 1.049, 0.396)  -0.0174
C (-4.145, 1.699, -1.182)  -0.0037
C (-3.848, 1.436, -2.517)  0.0029
C (-4.682, 1.892, -3.530)  0.0002
C (-5.826, 2.611, -3.215)  0.0000
C (-6.136, 2.870, -1.886)  -0.0002
C (-5.299, 2.417, -0.876)  0.0005
C (-2.391, 2.961, 1.193)  -0.0009
C (-1.682, 3.023, 2.394)  -0.0027
C (-1.262, 4.241, 2.905)  0.0012
C (-1.518, 5.412, 2.203)  -0.0002
C (-2.196, 5.360, 0.994)  0.0005
C (-2.636, 4.140, 0.493)  -0.0015
H (-7.256, -0.445, 4.212)  -0.0001
H (-5.893, 1.581, 4.613)  0.0000
H (-4.095, 2.188, 3.069)  0.0002
H (-4.975, -1.288, 0.705)  -0.0001
H (-6.788, -1.867, 2.240)  0.0001
H (-2.977, 0.844, -2.773)  0.0105
H (-4.442, 1.680, -4.565)  0.0001
H (-6.479, 2.965, -4.002)  0.0000
H (-7.031, 3.424, -1.636)  0.0000
H (-5.554, 2.624, 0.158)  0.0001
H (-1.432, 2.113, 2.931)  -0.0022
H (-0.722, 4.274, 3.843)  -0.0001
H (-1.186, 6.364, 2.597)  0.0000
H (-2.395, 6.272, 0.444)  0.0000
H (-3.188, 4.119, -0.441)  -0.0001



[2]
The following is a DFT calculation (ωB97M-V/def2-TZVPD) of a molecular structure, C41H55F3NNbO8PS in a non-equilibrium geometry.

Properties
frontier orbital gap = 5.62 eV
E_tot = -91090.39258 eV
maximum force = 10.15 eV Å⁻¹
HOMO = -5.316 eV
relative energy (zero: lowest compared OMol25 entry of this formula, charge and spin) = 13.385 eV
total charge = -1

Each line ends with the Löwdin charge.
Geometry (Å):
C (4.743, 4.944, 2.824)  -0.0133
C (3.959, 3.794, 2.507)  -0.2579
Nb (2.898, 1.940, 1.674)  1.4825
C (1.932, 0.042, 0.821)  -0.3339
C (0.318, 0.075, 0.617)  -0.2328
C (-0.477, -1.014, 1.609)  -0.1512
O (-0.001, -2.348, 1.123)  -0.1253
C (-0.799, -3.440, 1.696)  -0.2853
C (-2.416, -3.666, 1.536)  -0.0342
O (-0.102, -4.381, 2.393)  -0.0568
C (4.695, 1.444, 0.286)  -0.3179
C (6.004, 2.389, 0.552)  -0.2439
O (6.965, 2.072, -0.558)  -0.1354
C (7.518, 0.719, -0.397)  -0.3151
C (8.012, -0.048, -1.796)  -0.0274
O (7.711, 0.062, 0.747)  -0.0422
C (2.145, 3.273, -0.039)  -0.4323
C (1.647, 2.438, -1.380)  -0.1662
C (1.185, 4.513, 0.399)  -0.2430
C (-0.386, 4.399, -0.168)  -0.2541
C (-0.584, 5.013, -1.674)  -0.1544
P (4.006, 0.426, 3.438)  0.5407
N (4.362, 1.211, 4.834)  -0.2366
O (3.049, -0.959, 3.890)  -0.3361
O (5.572, -0.199, 2.879)  -0.3379
S (1.006, 2.445, 3.220)  0.6151
O (0.781, 1.130, 4.069)  -0.4493
O (-0.359, 2.772, 2.593)  -0.4340
C (1.329, 3.765, 4.529)  -0.3687
F (0.178, 3.628, 5.500)  -0.0434
F (2.551, 3.557, 5.333)  -0.0197
F (1.266, 5.158, 4.045)  -0.0173
H (5.423, 5.902, 2.852)  0.0357
H (2.195, -0.933, 1.425)  0.0589
H (2.433, -0.108, -0.252)  0.0369
H (-0.183, 1.130, 0.602)  0.0732
H (0.123, -0.369, -0.476)  0.1175
H (-1.620, -0.922, 1.358)  0.1216
H (-0.268, -0.842, 2.744)  0.1345
H (-2.663, -3.945, 0.420)  0.1007
H (-2.726, -4.615, 2.185)  0.0982
H (-2.966, -2.702, 1.925)  0.0823
H (4.882, 0.287, 0.413)  0.0577
H (4.398, 1.587, -0.860)  0.0621
H (5.786, 3.551, 0.422)  0.1129
H (6.535, 2.234, 1.587)  0.1254
H (7.103, -0.554, -2.353)  0.0833
H (8.478, 0.780, -2.489)  0.0816
H (8.821, -0.877, -1.562)  0.0918
H (3.153, 3.797, -0.424)  0.0885
H (2.368, 1.552, -1.663)  0.0444
H (1.713, 3.228, -2.273)  0.0766
H (0.546, 2.051, -1.327)  0.0584
H (1.176, 4.769, 1.538)  0.0656
H (1.596, 5.498, -0.140)  0.1103
H (-1.026, 5.023, 0.622)  0.1145
H (-0.732, 3.277, -0.049)  0.0874
H (-1.678, 5.489, -1.695)  0.0791
H (-0.623, 4.119, -2.445)  0.0715
H (0.151, 5.872, -1.970)  0.0588
H (3.822, 0.714, 5.605)  -0.0060
H (3.650, -1.763, 3.700)  0.0769
H (5.811, -0.987, 3.448)  0.0538
C (-7.599, -4.844, 1.207)  -0.1065
C (-8.185, -3.582, 1.110)  -0.0968
C (-7.655, -2.510, 1.827)  -0.0955
C (-6.533, -2.697, 2.634)  -0.0920
C (-5.945, -3.958, 2.728)  -0.1027
C (-6.480, -5.033, 2.019)  -0.0962
H (-8.014, -5.680, 0.651)  0.0941
H (-9.055, -3.435, 0.476)  0.0989
H (-8.116, -1.528, 1.757)  0.1001
H (-6.117, -1.861, 3.190)  0.1036
H (-5.069, -4.104, 3.356)  0.0963
H (-6.025, -6.016, 2.096)  0.0949
C (3.310, -1.179, -2.867)  -0.0978
C (3.623, -0.607, -4.100)  -0.0944
C (3.062, -1.118, -5.269)  -0.1031
C (2.179, -2.197, -5.205)  -0.1055
C (1.863, -2.766, -3.972)  -0.0985
C (2.431, -2.260, -2.803)  -0.0844
H (3.750, -0.782, -1.956)  0.0795
H (4.306, 0.238, -4.149)  0.1005
H (3.312, -0.677, -6.230)  0.0962
H (1.738, -2.592, -6.116)  0.0952
H (1.173, -3.605, -3.922)  0.0982
H (2.189, -2.707, -1.843)  0.1048
C (-0.252, 7.362, -5.992)  -0.0984
C (0.451, 8.533, -6.272)  -0.1056
C (1.645, 8.807, -5.607)  -0.1033
C (2.142, 7.904, -4.667)  -0.0931
C (1.441, 6.731, -4.389)  -0.0999
C (0.242, 6.461, -5.048)  -0.0948
H (-1.185, 7.151, -6.508)  0.0978
H (0.067, 9.234, -7.010)  0.0960
H (2.189, 9.723, -5.821)  0.0965
H (3.076, 8.114, -4.152)  0.1007
H (1.829, 6.026, -3.658)  0.0933
H (-0.307, 5.550, -4.827)  0.0966
C (-7.523, -10.215, 2.081)  -0.0959
C (-7.634, -8.907, 2.553)  -0.0955
C (-8.764, -8.149, 2.249)  -0.1037
C (-9.788, -8.701, 1.479)  -0.0958
C (-9.678, -10.010, 1.010)  -0.1006
C (-8.544, -10.766, 1.307)  -0.1000
H (-6.641, -10.805, 2.316)  0.1002
H (-6.839, -8.479, 3.159)  0.0992
H (-8.847, -7.128, 2.611)  0.0939
H (-10.671, -8.112, 1.246)  0.0999
H (-10.477, -10.441, 0.412)  0.0983
H (-8.457, -11.783, 0.937)  0.0983